No. 1
{"formula": "C9H15N3O", "method": "ωB97M-V/def2-TZVPD", "de_lowest_kcal_mol": 0.0, "spin_multiplicity": 1, "homo_energy_ev": -16.9, "homo_lumo_gap_ha": 0.3793, "smiles": "CON1[C@@H]([NH3+])c2ccccc2[C@@H]1[NH3+]", "charge": 2, "total_energy_ha": -590.8059, "symbols": ["H", "H", "H", "H", "C", "C", "C", "H", "O", "C", "C", "H", "N", "H", "H", "C", "H", "C", "H", "C", "H", "H", "N", "H", "H", "H", "N", "C"], "coordinates": [[-3.6225, -1.0164, -0.7416], [-0.1241, 2.0971, 1.5460], [2.2722, -2.2472, 0.9312], [-3.4767, 0.6880, -1.2510], [-0.3669, -1.0936, 0.4525], [3.3989, 0.7067, -0.2992], [-3.5318, 0.0131, -0.3967], [-0.6455, -1.3177, 1.4912], [-2.4140, 0.1840, 0.4776], [2.2389, -1.2524, 0.5155], [-0.3977, 1.1629, -0.3565], [2.1902, 2.3603, -0.9500], [-1.1673, -0.0494, -0.1432], [4.3646, -1.0616, 0.4114], [-0.6609, 1.6200, -1.3165], [1.0444, -0.6022, 0.2732], [-4.3932, 0.2647, 0.2187], [1.0245, 0.6942, -0.2467], [-1.7185, 1.9452, 1.0182], [2.1973, 1.3634, -0.5397], [-0.7076, 3.1480, 0.3887], [0.0870, -3.0941, -0.0447], [-0.7432, 2.1785, 0.7275], [-0.4635, -2.1973, -1.3439], [-1.5408, -2.7481, -0.1901], [4.3285, 1.2057, -0.5218], [-0.5917, -2.3756, -0.3367], [3.4194, -0.5765, 0.2265]], "mulliken_charge": [0.25, 0.40, 0.46, 0.29, -0.32, -0.57, -0.51, 0.38, -0.46, -0.98, -0.64, 0.49, 0.41, 0.44, 0.49, 0.74, 0.27, 0.45, 0.38, -0.80, 0.38, 0.37, -0.19, 0.38, 0.36, 0.44, -0.25, -0.66]}

No. 2
{"formula": "C22H58N7O10V", "method": "ωB97M-V/def2-TZVPD", "spin_multiplicity": 2, "homo_energy_ev": [-10.0, -10.0], "homo_lumo_gap_ha": [0.1723, 0.1877], "charge": 1, "total_energy_ha": -2952.3306, "symbols": ["H", "C", "C", "C", "H", "V", "H", "O", "C", "N", "C", "H", "O", "H", "H", "O", "C", "H", "H", "H", "H", "H", "C", "O", "C", "H", "H", "H", "H", "H", "H", "C", "O", "H", "H", "O", "N", "H", "H", "H", "C", "H", "N", "H", "H", "H", "H", "C", "H", "C", "O", "H", "C", "H", "C", "H", "C", "H", "H", "H", "O", "H", "H", "H", "N", "O", "H", "H", "H", "H", "N", "N", "H", "H", "H", "H", "H", "H", "H", "H", "H", "N", "C", "H", "C", "C", "C", "H", "C", "H", "O", "H", "H", "H", "H", "C", "C", "H"], "coordinates": [[2.9427, 1.5530, 1.8697], [4.3005, -2.3049, 2.2974], [-3.5799, -1.4104, 2.3783], [3.8020, 1.7180, -2.0572], [3.3033, -2.3753, 2.7294], [-1.9665, 0.5795, -4.8844], [-3.4175, -1.8054, 0.4527], [-3.8386, -0.2134, 2.2513], [5.1933, -3.4535, 2.7606], [-3.5169, -2.7660, -2.6322], [-4.6326, -2.3638, -2.0160], [-3.5519, -3.0470, 3.6242], [-0.4908, 1.1392, -4.7443], [-5.5731, -0.5649, -1.4219], [-3.8552, 2.8672, -5.3880], [-5.5529, -3.1704, -1.8193], [3.5939, -4.4802, 4.1941], [-2.0683, 5.4016, -3.6906], [-5.7147, -0.0692, -4.4379], [3.5011, -5.2534, 4.9513], [-2.2254, 1.9698, 3.3174], [4.7143, -0.7642, 5.6848], [2.6120, -1.5401, 7.1890], [-0.7861, 3.7186, -3.6723], [3.7265, 0.4484, 4.2761], [0.6910, 0.7219, 1.7432], [5.1921, -0.1169, -0.6427], [-2.6854, -2.2153, -2.4687], [-1.7627, -0.1234, -0.8180], [-4.0349, 4.2927, -3.7007], [1.6957, 0.2954, 4.1688], [-1.4054, 1.8719, 2.6115], [3.4531, 1.0214, -0.8614], [2.9497, -3.6139, 4.3568], [-0.6167, 1.9422, -1.5299], [-0.0824, 1.9235, 3.1605], [-3.4420, 2.4627, -4.5469], [0.4085, 0.9075, -0.5012], [5.3192, -1.9602, 0.6298], [4.7219, -1.4070, 2.7705], [-4.3289, -1.5870, -5.6543], [-2.9173, -3.1604, 1.5051], [-3.3427, -2.2702, 1.3441], [-1.4490, 0.8187, 2.3135], [4.6047, 2.3818, -1.7264], [-3.9517, -0.4864, -1.9858], [-4.9240, -2.1128, -4.9062], [3.7186, -0.7455, 5.2265], [1.1065, 4.2384, -2.8170], [2.2978, 1.6702, 2.7453], [4.9093, -3.9174, 4.0843], [3.2498, -4.9227, 3.2538], [-4.6195, 1.7269, -3.9811], [1.8566, -1.1778, 7.8873], [0.3984, 4.4618, -3.6180], [0.9945, 4.3604, -4.5304], [4.1061, -0.2305, -0.7400], [-1.4679, 2.5514, 1.7598], [-3.5129, -3.6902, -3.0227], [0.3085, 5.5429, -3.4655], [-1.9083, -0.0052, -2.7996], [2.0782, -2.3780, 6.7294], [3.4946, -1.8937, 7.7216], [3.9339, 1.2762, 4.9670], [4.3394, -2.1143, 0.8451], [-3.9470, -0.2800, -5.2196], [-4.0122, -1.4385, 4.2759], [2.5272, -1.0847, 0.4168], [-3.5250, -2.2075, -6.0409], [4.1650, 1.1111, -2.8884], [-4.7491, -1.0527, -1.7172], [2.4866, 0.4638, 3.5611], [3.8513, -0.8051, -1.6357], [3.4937, -1.6701, 4.6891], [2.5693, 2.5630, 3.3145], [-0.5713, -1.1008, -1.5162], [6.2521, -3.1951, 2.8019], [4.5955, 0.2678, 3.6377], [5.1354, -4.3216, 2.0951], [-4.2965, 1.2019, -3.0831], [-5.0430, -1.4774, -6.4761], [-3.7529, -2.0727, 3.5344], [-5.0629, 0.6447, -4.9435], [0.8487, 2.4798, 1.3565], [0.8870, 1.7232, 2.1445], [-1.0826, -0.1445, -1.6790], [-0.0603, 1.0055, -1.4810], [-1.7874, 4.6035, -5.1982], [-1.9135, 4.4070, -4.1253], [3.7039, -0.1010, 1.2721], [2.8324, -0.4565, 6.2949], [-5.4457, 2.4241, -3.8383], [0.7756, 1.0408, -2.1793], [-5.5621, 1.0759, -5.8123], [-2.9555, 3.2398, -2.7382], [3.5979, -0.9072, 0.5343], [-3.1507, 3.6531, -3.7316], [2.9006, 2.2581, -2.3445]], "mulliken_charge": [0.35, 0.11, 0.73, -0.57, 0.32, 1.17, 0.17, -0.66, -0.77, -0.21, 0.40, 0.16, -0.57, 0.21, 0.18, -0.69, -0.56, 0.48, 0.44, 0.27, 0.29, 0.47, -0.76, -0.08, -1.06, 0.11, 0.35, 0.13, 0.17, 0.46, 0.29, -0.43, -0.16, 0.14, 0.07, -0.46, 0.02, -0.26, 0.32, -0.01, -0.86, 0.20, -0.35, 0.06, 0.33, -0.20, 0.23, -0.25, 0.18, -0.90, -0.39, 0.31, -0.68, 0.31, -0.87, 0.35, -0.63, 0.26, 0.21, 0.36, -0.21, 0.28, 0.31, 0.51, -0.42, -0.14, 0.25, 0.15, 0.37, 0.38, -0.01, 0.03, 0.42, -0.11, 0.40, 0.36, 0.33, 0.40, 0.44, 0.15, 0.32, -0.44, -0.35, 0.62, -0.43, -0.11, -0.41, 0.40, -0.75, -0.48, -0.37, 0.58, 0.24, 0.43, 0.31, 0.31, -0.87, -0.10]}

No. 3
{"formula": "C3H10NO", "method": "ωB97M-V/def2-TZVPD", "de_lowest_kcal_mol": 125.9, "spin_multiplicity": 1, "homo_energy_ev": -13.2, "homo_lumo_gap_ha": 0.1530, "charge": 1, "total_energy_ha": -249.8532, "symbols": ["C", "H", "C", "H", "H", "H", "H", "H", "C", "H", "O", "H", "H", "N", "H"], "coordinates": [[-0.0769, -1.4030, 1.7876], [0.7371, -1.5495, 2.5152], [0.3340, -0.1286, 0.9902], [-0.8633, 0.7012, -2.2888], [2.2657, 1.0221, 0.7816], [-0.1197, -2.3355, 1.2517], [0.1095, 0.1611, -0.9644], [-0.2258, 0.7560, 1.3113], [1.7111, 0.0453, 0.7655], [2.4082, -0.8298, 0.6609], [-0.4864, -0.3334, -0.3592], [-0.9835, -1.2377, 2.3970], [-0.5741, 2.2648, -3.0014], [-1.2392, 1.5981, -2.5516], [-1.9974, 1.4454, -3.1885]], "mulliken_charge": [-1.19, 0.40, 0.52, 0.22, 0.31, 0.35, 0.25, 0.26, -0.25, 0.31, -0.38, 0.33, 0.24, -0.61, 0.25]}

No. 4
{"formula": "C2H3NO2S", "method": "ωB97M-V/def2-TZVPD", "de_lowest_kcal_mol": 113.1, "spin_multiplicity": 1, "homo_energy_ev": -9.4, "homo_lumo_gap_ha": 0.3109, "smiles": "O=NOCC=S", "total_energy_ha": -681.2790, "symbols": ["S", "N", "C", "H", "O", "O", "H", "C", "H"], "coordinates": [[2.3825, -0.2677, 1.3698], [-2.0242, 0.2462, -0.2279], [0.3786, 0.2963, -0.3385], [0.3669, -0.3228, -1.2614], [-0.8963, 0.8621, 0.0501], [-1.9515, -0.6905, -1.0247], [0.8450, 1.3407, -0.5758], [0.8427, -0.4004, 0.8039], [0.0564, -1.0639, 1.2046]], "mulliken_charge": [-0.19, 0.28, -0.20, 0.29, -0.13, -0.38, 0.26, -0.21, 0.27]}